Entry 1:
Here is a cluster of 2 separate species, H7N2 in total from the OMol25 dataset. Energies are from ωB97M-V/def2-TZVPD.

## Properties
electronic energy	-113.4636	a.u.
maximum force	1.0	eV/A
ΔE to the lowest compared entry with this formula, charge and spin	6.40	kcal per mole
E_HOMO	-16.4	eV
charge	+1

Each line ends with the natural charge from an NBO analysis.
Element x y z (Å)
N1 -1.03 0.54 -0.70  -1.076
H1 -2.03 0.46 -0.91  0.419
H2 0.15 -0.07 0.17  0.457
H3 -0.62 0.49 -1.63  0.393
H4 -0.89 1.50 -0.36  0.394
N2 0.96 -0.60 0.72  -0.918
H5 1.73 -0.96 0.15  0.447
H6 0.34 -1.31 1.09  0.444
H7 1.37 -0.05 1.47  0.441

Entry 2:
Here is a cluster of 10 separate species, C36H66O19S3 in total from the OMol25 dataset. Energies are from ωB97M-V/def2-TZVPD.

## Properties
electronic energy	-4035.2673	a.u.
maximum force	6.3	eV/A
spin multiplicity	2
ΔE to the lowest compared entry with this formula, charge and spin	41.09	kcal per mole
E_HOMO (spin up / spin down)	0.1 / -5.6	eV
charge	-1

Each line ends with the Mulliken spin population.
Element x y z (Å)
C1 1.21 -5.14 3.57  0.019
C2 0.22 -4.15 2.94  -0.075
C3 -1.13 -4.64 2.42  0.078
O1 -2.08 -4.04 3.28  -0.038
C4 -1.56 -3.08 3.91  0.115
O2 -2.01 -2.01 4.28  -0.103
O3 -0.23 -3.25 4.01  0.034
H1 0.79 -5.94 4.17  -0.004
H2 2.10 -4.71 4.03  0.003
H3 1.46 -5.80 2.74  -0.001
H4 0.72 -3.65 2.11  0.002
H5 -1.15 -5.73 2.43  0.009
H6 -1.29 -4.24 1.42  0.012
C5 3.05 0.05 -6.08  0.000
C6 2.59 -1.22 -5.32  0.000
C7 3.43 -1.91 -4.31  0.002
O4 2.56 -2.12 -3.20  -0.003
C8 1.37 -1.46 -3.41  -0.004
O5 0.48 -1.31 -2.58  -0.003
O6 1.54 -0.77 -4.54  0.003
H7 2.40 0.52 -6.82  0.000
H8 4.05 -0.07 -6.49  0.000
H9 3.24 0.78 -5.29  0.000
H10 2.35 -1.97 -6.07  -0.001
H11 4.27 -1.29 -4.00  0.000
H12 3.62 -2.92 -4.69  0.001
C9 -1.69 -0.39 1.29  0.108
C10 -0.68 -0.13 0.13  -0.170
C11 -0.36 1.33 -0.21  -0.412
O7 1.02 1.28 -0.32  0.015
C12 1.65 0.12 0.14  0.107
O8 2.87 -0.10 0.19  -0.011
O9 0.57 -0.63 0.64  0.033
H13 -2.70 -0.49 0.90  -0.005
H14 -1.63 0.40 2.04  0.026
H15 -1.53 -1.40 1.67  -0.047
H16 -0.77 -0.78 -0.75  0.013
H17 -0.74 2.11 0.45  0.221
H18 -0.82 1.41 -1.20  -0.006
C13 -5.03 1.40 1.65  0.283
C14 -4.45 2.72 1.15  0.466
O10 -3.31 2.80 0.68  -0.138
C15 -5.14 4.00 1.55  0.272
H19 -4.52 0.55 1.22  0.235
H20 -6.07 1.30 1.35  -0.001
H21 -5.02 1.38 2.74  0.083
H22 -6.18 4.14 1.28  -0.105
H23 -4.67 4.80 0.98  0.107
H24 -5.08 4.22 2.62  -0.223
C16 -5.23 -1.98 -3.77  -0.013
C17 -3.77 -1.66 -4.08  0.018
O11 -3.44 -1.58 -5.31  -0.014
C18 -2.91 -1.52 -2.85  0.002
H25 -5.83 -2.02 -4.67  -0.004
H26 -5.56 -1.31 -2.97  0.005
H27 -5.03 -2.96 -3.32  0.007
H28 -3.35 -0.86 -2.11  0.032
H29 -1.92 -1.17 -3.16  -0.012
H30 -2.84 -2.50 -2.39  0.013
C19 4.90 -3.75 -0.73  0.001
C20 5.91 -3.36 0.30  -0.002
O12 6.93 -3.98 0.50  0.000
C21 5.65 -2.11 1.12  0.002
H31 4.20 -4.56 -0.58  0.001
H32 5.43 -4.13 -1.60  0.000
H33 4.38 -2.81 -0.95  0.000
H34 5.06 -2.37 2.00  0.000
H35 5.15 -1.26 0.67  0.001
H36 6.64 -1.77 1.43  0.000
C22 3.42 -1.13 3.71  0.015
C23 3.39 0.36 3.90  0.008
O13 4.33 1.05 4.31  -0.005
C24 2.02 1.03 3.60  0.001
H37 3.35 -1.30 2.63  -0.002
H38 2.74 -1.73 4.30  -0.002
H39 4.45 -1.37 3.97  0.000
H40 1.53 1.19 4.56  -0.016
H41 1.41 0.52 2.85  0.004
H42 2.23 2.08 3.41  0.013
C25 -6.14 -3.42 2.46  -0.011
C26 -5.71 -4.84 2.24  -0.004
C27 -5.55 -4.94 0.66  -0.103
S1 -4.75 -3.30 0.07  0.143
O14 -5.61 -2.68 -0.93  -0.027
O15 -3.34 -3.40 -0.04  -0.022
C28 -5.25 -2.39 1.64  -0.300
H43 -6.25 -3.32 3.54  -0.017
H44 -7.11 -3.36 1.96  0.008
H45 -6.40 -5.55 2.71  -0.025
H46 -4.70 -5.00 2.61  0.021
H47 -6.55 -4.85 0.24  0.031
H48 -5.03 -5.77 0.18  -0.010
H49 -5.60 -1.38 1.38  0.111
H50 -4.30 -2.20 2.14  0.062
C29 4.44 4.70 -1.71  0.002
C30 4.42 3.28 -1.24  0.001
C31 3.86 2.40 -2.38  0.000
S2 4.66 3.04 -3.89  0.000
O16 3.56 3.27 -4.85  0.000
O17 5.85 2.26 -4.20  0.000
C32 5.22 4.69 -3.03  0.000
H51 4.84 5.44 -1.03  0.000
H52 3.40 4.98 -1.88  -0.001
H53 3.95 3.12 -0.27  0.000
H54 5.48 3.05 -1.13  0.000
H55 2.78 2.59 -2.36  0.002
H56 4.05 1.35 -2.16  0.000
H57 5.00 5.51 -3.71  0.000
H58 6.25 4.70 -2.67  0.000
C33 -0.86 4.89 1.51  0.075
C34 -0.13 6.09 2.04  -0.049
C35 -0.38 7.31 1.07  0.025
S3 -0.29 6.59 -0.61  0.018
O18 1.02 6.71 -1.16  0.000
O19 -1.41 6.97 -1.42  -0.003
C36 -0.51 4.85 -0.05  -0.013
H59 -1.91 5.10 1.70  0.167
H60 -0.68 3.94 2.00  0.019
H61 0.94 5.91 2.18  -0.001
H62 -0.33 6.33 3.08  -0.052
H63 0.16 8.25 1.14  -0.005
H64 -1.42 7.51 1.30  -0.008
H65 0.48 4.40 -0.07  0.016
H66 -1.14 4.13 -0.57  0.001

Entry 3:
Here is a structure of composition C20H12AsF18NNiO2 from the OMol25 dataset. Energies are from ωB97M-V/def2-TZVPD.

## Properties
electronic energy	-6516.5345	a.u.
maximum force	1.4	eV/A
spin multiplicity	2
E_HOMO (spin up / spin down)	-6.0 / -5.9	eV
charge	-1

Each line ends with the Mulliken spin population.
Element x y z (Å)
Ni1 1.29 -0.73 1.07  0.666
C1 -4.97 0.89 2.31  -0.001
C2 -3.59 0.80 1.72  -0.001
C3 -2.78 1.92 1.61  0.000
C4 -1.49 1.81 1.11  0.023
C5 -1.00 0.59 0.68  -0.018
N1 0.33 0.60 0.18  0.112
C6 0.54 0.74 -1.17  0.007
C7 -0.54 1.14 -1.99  0.054
C8 -0.38 1.43 -3.32  -0.027
C9 0.87 1.32 -3.91  0.048
C10 1.08 1.59 -5.38  -0.003
C11 1.94 0.91 -3.12  -0.018
C12 1.82 0.61 -1.77  0.009
C13 3.08 0.16 -1.00  0.016
O1 2.89 -0.42 0.22  0.056
C14 3.95 1.42 -0.75  0.003
F1 5.11 1.12 -0.16  0.000
F2 4.26 2.10 -1.88  0.001
F3 3.29 2.27 0.04  0.000
C15 3.88 -0.90 -1.83  -0.004
F4 4.81 -1.49 -1.08  0.001
F5 4.54 -0.39 -2.91  0.000
F6 3.06 -1.85 -2.29  0.000
C16 -1.78 -0.57 0.82  0.005
C17 -3.07 -0.42 1.33  0.001
C18 -1.21 -1.96 0.47  0.000
O2 0.15 -1.99 0.31  0.052
C19 -1.55 -2.99 1.59  0.001
F7 -0.88 -4.13 1.41  0.000
F8 -2.86 -3.33 1.66  0.001
F9 -1.20 -2.50 2.78  0.001
C20 -1.83 -2.43 -0.87  0.003
F10 -1.47 -1.60 -1.86  0.000
F11 -1.43 -3.66 -1.21  -0.001
F12 -3.18 -2.45 -0.85  0.001
H1 -5.36 1.90 2.25  0.000
H2 -5.66 0.22 1.80  0.000
H3 -4.95 0.60 3.37  0.000
H4 -3.14 2.89 1.94  0.000
H5 -0.85 2.68 1.04  -0.002
H6 -1.52 1.23 -1.54  0.000
H7 -1.23 1.74 -3.91  -0.001
H8 0.30 2.25 -5.77  0.001
H9 2.05 2.05 -5.56  0.001
H10 1.04 0.66 -5.95  0.004
H11 2.91 0.83 -3.59  -0.001
H12 -3.69 -1.30 1.43  0.000
F13 0.66 -0.25 2.98  0.008
As1 1.21 -0.49 4.70  0.001
F14 -0.39 -0.99 5.09  0.000
F15 1.62 -2.11 4.26  0.000
F16 1.75 -0.72 6.32  0.000
F17 2.78 0.03 4.18  0.000
F18 0.77 1.15 4.99  0.001

Entry 4:
Here is the molecule C4H6O2 from the OMol25 dataset. Energies are from ωB97M-V/def2-TZVPD.

## Properties
electronic energy	-306.4647	a.u.
maximum force	0.7	eV/A
ΔE to the lowest compared entry with this formula, charge and spin	26.10	kcal per mole
E_HOMO	-10.0	eV
charge	0

Each line ends with the natural charge from an NBO analysis.
Element x y z (Å)
C1 -1.02 0.44 1.07  -0.738
C2 0.44 0.34 0.66  0.599
O1 1.30 0.14 1.48  -0.521
C3 0.81 0.22 -0.85  -0.613
C4 0.03 -1.04 -1.11  0.439
O2 -0.92 -1.16 -1.83  -0.507
H1 -1.73 0.17 0.28  0.236
H2 -1.23 1.46 1.39  0.248
H3 -1.20 -0.21 1.94  0.247
H4 0.55 1.00 -1.59  0.246
H5 1.89 0.05 -0.86  0.251
H6 0.32 -1.83 -0.38  0.111

Entry 5:
Here is the molecule C6H11O2P from the OMol25 dataset. Energies are from ωB97M-V/def2-TZVPD.

## Properties
electronic energy	-726.8967	a.u.
maximum force	3.1	eV/A
ΔE to the lowest compared entry with this formula, charge and spin	89.12	kcal per mole
E_HOMO (spin up / spin down)	-8.6 / -9.0	eV
charge	0

Each line ends with the natural charge from an NBO analysis.
Element x y z (Å)
C1 1.18 1.13 -1.60  -0.728
C2 0.75 -0.46 0.95  -0.754
C3 -1.00 1.24 -0.01  0.115
C4 -0.62 0.29 1.06  0.191
C5 -1.26 0.32 2.50  -0.632
C6 0.14 -1.37 -1.97  -1.020
O1 2.65 -1.15 -0.89  -1.104
O2 -1.56 0.02 0.08  -0.465
P1 1.31 -0.53 -0.89  1.865
H1 0.65 1.38 -2.53  0.208
H2 1.25 2.00 -0.94  0.202
H3 1.53 0.05 1.56  0.257
H4 0.87 -1.52 1.05  0.249
H5 -1.49 2.17 -0.11  0.193
H6 -2.14 0.99 2.43  0.217
H7 -0.56 0.74 3.25  0.223
H8 -1.56 -0.73 2.68  0.226
H9 -0.75 -0.73 -1.98  0.252
H10 0.52 -1.40 -2.98  0.254
H11 0.08 -2.44 -1.68  0.249

Repeat the fourth record exactly.
Here is the molecule C4H6O2 from the OMol25 dataset. Energies are from ωB97M-V/def2-TZVPD.

## Properties
electronic energy	-306.4647	a.u.
maximum force	0.7	eV/A
ΔE to the lowest compared entry with this formula, charge and spin	26.10	kcal per mole
E_HOMO	-10.0	eV
charge	0

Each line ends with the natural charge from an NBO analysis.
Element x y z (Å)
C1 -1.02 0.44 1.07  -0.738
C2 0.44 0.34 0.66  0.599
O1 1.30 0.14 1.48  -0.521
C3 0.81 0.22 -0.85  -0.613
C4 0.03 -1.04 -1.11  0.439
O2 -0.92 -1.16 -1.83  -0.507
H1 -1.73 0.17 0.28  0.236
H2 -1.23 1.46 1.39  0.248
H3 -1.20 -0.21 1.94  0.247
H4 0.55 1.00 -1.59  0.246
H5 1.89 0.05 -0.86  0.251
H6 0.32 -1.83 -0.38  0.111